Entry from the Open Molecules 2025 dataset: 3 unconnected molecules or ions with the total composition C19H46N2O4P (ωB97M-V/def2-TZVPD).

```
72
Properties=species:S:1:pos:R:3:forces:R:3:lowdin_charge:R:1
C 4.576 -1.461 2.652 -1.1 -0.2 -0.6 -0.04
C 3.108 -1.767 1.913 -4.5 -3.5 2.1 -0.28
O 2.221 -2.618 2.498 6.2 5.5 -4.0 -0.05
O 2.791 -1.156 0.605 0.9 -0.5 4.2 -0.19
C 2.466 0.293 0.764 -0.3 1.5 -1.3 -0.24
C 0.876 0.536 0.442 1.2 -0.7 -1.9 -0.39
P -0.269 0.472 1.979 1.0 1.0 -0.1 0.28
C -1.430 0.585 3.491 -0.4 0.2 1.6 -0.42
C -2.021 -0.847 4.027 -1.7 -0.1 1.0 -0.17
C -2.467 -1.901 2.854 3.1 -3.6 -4.0 -0.29
O -1.655 -2.630 2.084 -5.1 4.6 5.0 -0.05
O -3.937 -2.124 2.644 2.2 1.5 -0.6 -0.07
H 5.152 -2.500 2.614 -1.2 2.4 0.1 0.09
H 5.135 -0.608 2.053 -1.1 -1.9 1.4 0.08
H 4.370 -1.166 3.784 0.4 -0.6 -2.6 0.10
H 2.828 0.685 1.805 -1.0 -0.8 -1.8 0.11
H 3.089 0.862 -0.063 -1.0 -1.2 1.6 0.11
H 0.703 1.532 -0.193 0.6 -1.9 1.5 0.08
H 0.517 -0.345 -0.270 1.0 1.6 1.3 0.08
H -1.308 -0.054 1.109 -0.7 -0.1 0.0 -0.04
H 0.229 -0.835 2.322 -0.3 -0.3 0.0 -0.02
H 0.835 1.029 2.772 0.4 0.2 0.3 -0.05
H -0.632 1.863 1.672 -0.6 0.4 -0.1 -0.06
H -0.786 1.047 4.379 -1.4 -1.0 -1.7 0.08
H -2.253 1.392 3.237 1.2 -1.9 0.6 0.06
H -1.321 -1.390 4.826 -1.3 1.1 -2.2 0.12
H -3.015 -0.586 4.634 2.0 -0.8 -1.3 0.11
H -4.160 -1.979 1.671 1.0 -0.5 1.7 0.09
C 3.537 -2.708 -1.876 -0.1 0.2 -0.1 -0.08
C 4.048 -2.154 -3.206 0.0 0.1 0.4 -0.26
N 4.696 -0.842 -3.097 0.1 0.3 -0.3 -0.18
C 4.939 -0.211 -4.398 -0.4 0.0 0.2 -0.26
C 5.918 -0.896 -5.344 0.3 0.0 -0.3 -0.10
C 5.801 -0.742 -2.142 -0.4 0.0 0.3 -0.25
C 6.993 -1.672 -2.337 0.4 -0.1 0.0 -0.09
H 2.848 -2.007 -1.394 0.3 -0.2 -0.1 0.07
H 2.998 -3.645 -2.050 0.1 0.1 0.0 0.08
H 4.355 -2.929 -1.185 -0.1 0.1 0.0 0.07
H 3.176 -2.064 -3.866 0.2 0.2 -0.1 0.12
H 4.714 -2.895 -3.658 0.1 -0.2 -0.2 0.09
H 5.267 0.825 -4.242 0.0 -0.2 0.2 0.11
H 3.975 -0.121 -4.915 0.0 -0.1 0.2 0.11
H 6.953 -0.745 -5.032 -0.1 -0.1 0.0 0.05
H 5.823 -0.466 -6.347 0.0 0.0 0.1 0.07
H 5.731 -1.971 -5.435 0.0 0.1 0.1 0.07
H 5.402 -0.910 -1.134 -0.1 -0.1 -0.2 0.10
H 6.165 0.294 -2.112 -0.2 -0.1 -0.2 0.11
H 6.695 -2.696 -2.577 0.0 0.1 0.0 0.07
H 7.583 -1.714 -1.415 -0.1 0.0 -0.1 0.07
H 7.661 -1.311 -3.122 0.0 -0.2 0.0 0.05
C -5.541 4.552 0.377 -0.1 -0.1 0.0 -0.10
C -5.036 3.138 0.091 -0.1 0.0 0.4 -0.26
N -5.450 2.144 1.088 0.0 -0.1 0.1 -0.18
C -4.748 0.864 0.950 0.4 0.2 0.2 -0.25
C -4.989 0.060 -0.322 -0.1 -0.3 -0.2 -0.09
C -6.888 2.039 1.342 0.2 0.4 0.2 -0.25
C -7.793 1.704 0.161 -0.4 -0.2 -0.1 -0.10
H -5.231 4.891 1.370 -0.1 -0.1 -0.1 0.08
H -5.127 5.247 -0.361 0.0 -0.1 0.1 0.07
H -6.630 4.619 0.308 0.0 0.0 0.0 0.06
H -3.941 3.191 0.078 -0.1 -0.3 0.1 0.12
H -5.353 2.853 -0.916 0.0 0.0 -0.3 0.09
H -4.976 0.230 1.816 -0.1 0.2 0.0 0.10
H -3.670 1.060 1.026 -0.1 0.1 0.0 0.10
H -5.964 -0.431 -0.310 0.0 0.1 -0.1 0.05
H -4.237 -0.733 -0.405 0.0 0.1 0.0 0.07
H -4.915 0.672 -1.227 0.0 -0.1 0.1 0.07
H -7.231 2.987 1.775 0.2 0.0 -0.1 0.10
H -7.065 1.306 2.140 0.3 0.0 -0.2 0.12
H -7.533 2.263 -0.741 0.0 0.0 0.1 0.07
H -8.830 1.954 0.411 0.1 0.0 0.0 0.07
H -7.773 0.637 -0.071 0.0 0.1 -0.1 0.05
```
Positions in Å, forces in eV/Å.

Charge: -1
Highest occupied orbital energy (eV): -3.4
Energy relative to the best compared isomer or geometry (same formula, charge and spin) (kcal per mole): 118.90
LUMO level (eV): 2.7